Arrangement A

17
Properties=species:S:1:pos:R:3:mulliken_charge:R:1 method="wB97M-V/def2-TZVPD" molar_mass_g_mol=115.136 homo_lumo_gap_ev="6.57 / 8.42" homo_ha="-0.2611 / -0.2826" lumo_energy_ev="-0.533 / 0.734"
C -0.480 -1.059 -0.389 -1.013
C 0.213 -0.147 0.633 0.665
C 0.442 -0.072 -1.006 0.665
N -1.734 0.870 1.341 -0.215
N 1.267 -0.658 1.417 -0.574
C 1.469 -0.219 -1.862 -0.980
O -0.354 1.502 -1.054 -0.603
N -0.441 0.965 1.188 -0.395
H -1.294 1.491 -1.321 0.273
H -2.178 1.674 1.769 0.226
H -2.227 -0.004 1.163 0.208
H 1.107 -0.572 2.414 0.254
H 2.162 -0.247 1.178 0.272
H -0.144 -2.092 -0.371 0.334
H -1.540 -0.918 -0.584 0.310
H 1.548 -1.093 -2.496 0.280
H 2.183 0.579 -2.021 0.292



Arrangement B

17
Properties=species:S:1:pos:R:3:mulliken_charge:R:1 method="wB97M-V/def2-TZVPD" smiles="C/C=C(/O)N=C(N)N" molar_mass_g_mol=115.136 homo_lumo_gap_ev=7.85 homo_ha=-0.2601 lumo_energy_ev=0.775
C -1.121 1.097 1.102 -1.080
C -1.043 0.720 -0.355 -0.540
C 0.107 0.828 -1.129 0.604
O 0.131 1.327 -2.397 -0.504
N 1.230 0.229 -0.721 -0.633
C 0.902 -0.823 0.043 0.435
N 1.606 -1.018 1.206 -0.427
N 0.355 -1.989 -0.486 -0.529
H -0.128 1.262 1.516 0.284
H -1.608 0.303 1.677 0.246
H -1.707 2.008 1.251 0.328
H -1.992 0.832 -0.879 0.396
H -0.643 1.890 -2.518 0.362
H 2.289 -0.305 1.405 0.273
H 1.961 -1.947 1.373 0.244
H -0.253 -1.811 -1.271 0.306
H -0.087 -2.602 0.183 0.233



It comes down to arrangement B, which is 5.019 eV more stable than the next structure.



Arrangement A

17
Properties=species:S:1:pos:R:3:mulliken_charge:R:1 method="wB97M-V/def2-TZVPD" smiles="C=C(C)N=C=O.NN" molar_mass_g_mol=115.136 homo_lumo_gap_ev=9.63 homo_ha=-0.3212 lumo_energy_ev=0.889
C 0.206 2.110 -1.570 -0.924
C 0.633 0.906 -1.204 0.667
C 1.855 0.238 -1.769 -1.215
N -0.061 0.175 -0.252 -0.420
C 0.082 -0.958 0.192 0.875
O 0.448 -1.989 0.604 -0.506
H 0.741 2.688 -2.304 0.267
H -0.706 2.526 -1.176 0.292
H 2.348 0.880 -2.496 0.336
H 2.558 0.001 -0.970 0.312
H 1.584 -0.699 -2.255 0.310
N -1.746 -0.793 1.524 -0.398
N -1.191 -0.952 2.826 -0.537
H -1.888 0.231 1.275 0.290
H -2.486 -1.459 1.295 0.199
H -0.482 -1.677 2.765 0.230
H -1.895 -1.226 3.512 0.223



Arrangement B

17
Properties=species:S:1:pos:R:3:mulliken_charge:R:1 method="wB97M-V/def2-TZVPD" smiles="C1CNN=N1.C=CO" molar_mass_g_mol=115.136 homo_lumo_gap_ev=9.76 homo_ha=-0.3250 lumo_energy_ev=0.918
C -2.168 -0.891 0.508 -0.272
C -1.565 -0.050 -0.699 -0.517
N -0.400 0.533 0.017 0.244
N -0.357 0.138 1.245 -0.161
N -1.257 -0.658 1.628 -0.602
H -2.185 -1.906 0.226 0.244
H -3.303 -0.559 0.669 0.232
H -1.287 -0.858 -1.494 0.231
H -2.231 0.757 -0.940 0.317
H 0.472 0.993 -0.386 0.345
C 2.391 1.440 -0.071 -1.102
C 2.583 0.219 -0.493 0.124
O 2.044 -0.907 -0.025 -0.487
H 2.169 1.821 0.923 0.314
H 2.711 2.164 -0.708 0.350
H 3.125 0.148 -1.416 0.325
H 1.695 -0.575 0.892 0.416



It comes down to arrangement A, which is 1.772 eV more stable than the next structure.



Arrangement A

19
Properties=species:S:1:pos:R:3:mulliken_charge:R:1 method="wB97M-V/def2-TZVPD" smiles=c1ccc(-c2ncc[nH]2)cc1 molar_mass_g_mol=144.177 homo_lumo_gap_ev=9.31 homo_ha=-0.3143 lumo_energy_ev=0.753
C 3.214 -0.054 0.037 -0.370
C 2.539 1.117 0.347 -0.408
C 1.182 1.186 0.341 -0.206
C 0.383 0.031 -0.001 0.648
C -0.959 0.097 -0.081 -0.304
N -1.803 0.858 -0.859 -0.587
C -3.095 0.381 -0.522 -0.383
C -3.141 -0.499 0.502 -0.326
N -1.755 -0.652 0.736 -0.102
C 1.160 -1.107 -0.412 -0.478
C 2.495 -1.155 -0.396 -0.575
H 4.281 -0.188 -0.089 0.353
H 3.104 2.018 0.679 0.308
H 0.618 2.145 0.729 0.246
H -3.930 0.938 -0.939 0.392
H -3.868 -0.982 1.051 0.445
H -1.425 -1.328 1.590 0.327
H 0.693 -1.891 -0.632 0.656
H 2.769 -2.133 -0.435 0.366



Arrangement B

19
Properties=species:S:1:pos:R:3:mulliken_charge:R:1 method="wB97M-V/def2-TZVPD" molar_mass_g_mol=144.177 homo_lumo_gap_ev="6.20 / 6.91" homo_ha="-0.2729 / -0.2977" lumo_energy_ev="-1.223 / -1.186"
C -0.226 0.594 1.725 0.818
C -0.720 -0.552 1.840 0.220
C 0.345 1.623 1.147 -1.322
C 0.164 -1.967 -0.463 -0.347
C 1.057 1.436 -0.051 1.217
C -1.189 -1.780 1.598 -0.963
C -0.628 -2.537 0.535 -0.296
C 2.003 2.421 -0.622 -1.207
C -1.294 -0.288 -1.104 -0.865
N 0.927 0.338 -0.802 -0.934
N 0.030 -0.641 -0.642 0.668
H -1.899 -2.214 2.182 0.496
H -0.945 -3.515 0.358 0.434
H 1.691 2.974 -1.511 0.246
H 2.288 2.995 0.155 0.433
H 2.900 1.849 -0.818 0.373
H -1.501 0.591 -0.458 0.307
H -1.097 -0.088 -2.158 0.370
H -1.906 -1.241 -0.910 0.352



Arrangement C

19
Properties=species:S:1:pos:R:3:mulliken_charge:R:1 method="wB97M-V/def2-TZVPD" molar_mass_g_mol=144.177 homo_lumo_gap_ev="7.63 / 7.15" homo_ha="-0.2704 / -0.2851" lumo_energy_ev="0.271 / -0.605"
C -1.883 0.980 0.287 -0.621
C 1.485 0.180 -0.918 0.848
C 0.468 1.961 -0.012 -1.079
C -1.820 -1.449 -0.125 -0.189
C -0.582 0.967 -0.003 0.826
C 2.198 -0.603 0.092 -0.236
C -2.688 -0.258 0.148 -0.365
C 3.259 -1.168 0.642 -1.011
C -0.003 -0.176 -0.636 0.127
N 1.579 1.604 -0.550 -0.626
N -0.590 -1.386 -0.556 -0.564
H -2.103 1.929 0.725 0.371
H 1.970 0.136 -1.862 0.379
H 0.415 2.893 0.320 0.596
H -2.297 -2.329 0.164 0.437
H -3.326 -0.546 1.135 0.262
H -3.564 0.036 -0.682 0.208
H 4.217 -0.968 0.424 0.315
H 3.266 -1.804 1.407 0.321



It comes down to arrangement A, which is 4.561 eV more stable than the next structure.



Arrangement A

19
Properties=species:S:1:pos:R:3:mulliken_charge:R:1 method="wB97M-V/def2-TZVPD" smiles=c1ccc(-c2ccc[nH]2)nc1 molar_mass_g_mol=144.177 homo_lumo_gap_ev=8.73 homo_ha=-0.2928 lumo_energy_ev=0.757
C -1.894 0.613 -2.502 -0.369
C -2.483 0.733 -1.251 -0.387
C -1.616 0.490 -0.121 -0.518
C -0.327 -0.026 -0.322 0.696
C 0.598 -0.286 0.815 0.004
C 0.331 -0.610 2.092 -0.682
C 1.641 -0.773 2.717 -0.833
C 2.629 -0.634 1.694 -0.617
N 1.908 -0.350 0.521 -0.065
N 0.191 -0.032 -1.614 -0.484
C -0.550 0.288 -2.618 -0.177
H -2.473 0.852 -3.332 0.410
H -3.583 1.298 -1.111 0.215
H -1.893 0.508 0.861 0.413
H -0.553 -0.623 2.656 0.424
H 1.978 -1.065 3.517 0.676
H 3.526 -0.613 1.701 0.650
H 2.545 -0.097 -0.175 0.245
H 0.026 0.325 -3.526 0.399



Arrangement B

19
Properties=species:S:1:pos:R:3:mulliken_charge:R:1 method="wB97M-V/def2-TZVPD" smiles=Cc1ncc2ccccc2n1 molar_mass_g_mol=144.177 homo_lumo_gap_ev=9.28 homo_ha=-0.3308 lumo_energy_ev=0.280
C 3.244 -0.555 0.179 -1.188
C 1.905 -0.137 -0.039 0.584
N 1.747 1.276 -0.060 -0.570
C 0.523 1.649 -0.178 -0.175
C -0.570 0.784 -0.243 0.757
C -1.952 1.296 -0.039 -0.516
C -2.894 0.305 0.165 -0.369
C -2.521 -1.017 -0.082 -0.320
C -1.284 -1.427 -0.116 -0.147
C -0.180 -0.625 -0.147 0.343
N 1.006 -1.055 -0.188 -0.569
H 3.847 -0.150 -0.640 0.301
H 3.867 -0.331 1.117 0.235
H 3.398 -1.524 -0.108 0.438
H 0.213 2.775 -0.129 0.156
H -1.857 2.394 0.001 0.267
H -4.051 0.625 0.699 0.169
H -3.359 -1.686 -0.051 0.378
H -1.080 -2.598 -0.142 0.224



Arrangement C

19
Properties=species:S:1:pos:R:3:mulliken_charge:R:1 method="wB97M-V/def2-TZVPD" smiles=Cc1ccnc2ncccc12 molar_mass_g_mol=144.177 homo_lumo_gap_ev=8.60 homo_ha=-0.3252 lumo_energy_ev=-0.247
C -1.712 1.698 0.242 -1.246
C -1.200 0.268 -0.107 0.727
C -1.945 -0.917 -0.301 -0.554
C -1.412 -2.094 0.019 -0.077
N -0.178 -2.402 0.174 -0.551
C 0.627 -1.358 0.042 0.028
N 2.054 -1.617 -0.076 -0.560
C 2.830 -0.597 -0.043 -0.088
C 2.419 0.756 0.076 -0.563
C 1.119 1.103 -0.255 -0.478
C 0.161 0.088 -0.066 0.575
H -0.829 2.194 0.633 0.385
H -2.265 1.962 -0.719 0.273
H -2.357 1.884 1.074 0.337
H -2.980 -0.955 -0.588 0.380
H -2.146 -2.896 0.221 0.343
H 3.852 -0.815 0.248 0.388
H 3.192 1.578 0.114 0.305
H 0.770 2.121 -0.687 0.374



Arrangement D

19
Properties=species:S:1:pos:R:3:mulliken_charge:R:1 method="wB97M-V/def2-TZVPD" molar_mass_g_mol=144.177 homo_lumo_gap_ev=8.58 homo_ha=-0.3101 lumo_energy_ev=0.140
N 3.514 3.179 0.258 -0.479
C 2.755 2.380 -0.100 0.150
C 1.888 1.301 -0.395 -0.893
C 0.803 0.963 0.403 0.685
N 0.734 1.526 1.677 -0.432
C -0.165 -0.063 0.019 0.422
C -0.591 -0.144 -1.323 -0.352
C -1.462 -1.179 -1.733 -0.628
C -1.915 -2.094 -0.766 -0.230
C -1.573 -1.984 0.606 -0.721
C -0.662 -0.980 0.970 -0.300
H 2.100 0.752 -1.312 0.396
H -0.075 1.416 2.271 0.220
H 1.503 2.132 1.986 0.201
H -0.230 0.616 -2.012 0.467
H -1.751 -1.276 -2.784 0.366
H -2.600 -2.897 -1.056 0.328
H -1.905 -2.746 1.302 0.374
H -0.369 -0.900 1.990 0.425



It comes down to arrangement D, which is 1.719 eV more stable than the next structure.